Entry 1:
DFT (wB97M-V/def2-TZVPD) results for a molecular structure, C37H80F9O25SV2.

Each line ends with the Löwdin charge.
CARTESIAN COORDINATES (ANGSTROEM)
O  -3.893  -2.557  -1.272  -0.259
V  -3.801  -1.371  -2.359  0.999
O  -3.308  -2.014  -3.676  -0.236
O  1.766  0.122  -3.664  -0.256
V  1.626  1.471  -2.856  1.000
O  2.596  1.381  -1.617  -0.256
C  -0.412  -0.615  0.432  -0.656
F  -1.396  -1.039  1.225  0.156
F  0.458  0.099  1.118  0.174
F  0.177  -1.660  -0.133  0.153
S  -1.187  0.427  -0.856  0.565
O  -1.887  1.457  -0.153  -0.237
O  -0.107  0.887  -1.695  -0.301
O  -2.075  -0.491  -1.562  -0.318
C  0.167  3.605  1.388  -0.085
O  1.279  4.501  1.452  -0.191
C  1.007  5.743  2.093  -0.202
C  1.164  5.749  3.590  -0.202
O  0.112  5.043  4.218  -0.217
C  0.306  4.904  5.604  -0.105
H  -0.214  3.372  2.385  0.090
H  0.504  2.664  0.952  0.065
H  -0.624  4.010  0.748  0.077
H  0.078  6.213  1.736  0.113
H  1.770  6.423  1.684  0.128
H  1.161  6.793  3.931  0.135
H  2.120  5.266  3.831  0.134
H  0.329  5.879  6.110  0.094
H  1.236  4.376  5.854  0.092
H  -0.518  4.323  6.015  0.089
C  0.811  -3.377  -2.426  -0.107
O  1.566  -4.002  -3.428  -0.182
C  1.190  -3.629  -4.735  -0.190
C  2.008  -4.454  -5.690  -0.219
O  1.545  -4.197  -6.992  -0.181
C  1.966  -5.173  -7.905  -0.120
H  -0.265  -3.550  -2.565  0.072
H  1.043  -2.308  -2.371  0.075
H  1.093  -3.852  -1.483  0.079
H  1.408  -2.565  -4.917  0.124
H  0.120  -3.806  -4.906  0.136
H  1.933  -5.518  -5.429  0.133
H  3.071  -4.184  -5.609  0.130
H  1.594  -4.929  -8.895  0.085
H  1.594  -6.174  -7.639  0.091
H  3.064  -5.244  -7.928  0.092
C  -3.987  8.454  0.696  -0.113
O  -4.018  7.379  1.598  -0.172
C  -3.162  6.328  1.212  -0.233
C  -3.751  5.027  1.718  -0.232
O  -4.230  5.057  3.025  -0.160
C  -3.225  5.362  3.987  -0.080
H  -4.650  9.237  1.052  0.091
H  -4.343  8.129  -0.295  0.088
H  -2.980  8.876  0.574  0.090
H  -2.198  6.515  1.714  0.105
H  -3.001  6.305  0.129  0.120
H  -3.110  4.163  1.496  0.112
H  -4.637  4.862  1.082  0.126
H  -3.695  5.198  4.950  0.095
H  -2.855  6.386  3.879  0.089
H  -2.346  4.718  3.866  0.074
C  -1.525  -4.133  5.219  -0.112
O  -0.853  -2.979  5.619  -0.163
C  0.222  -2.665  4.773  -0.207
C  1.352  -3.678  4.774  -0.240
O  2.383  -3.105  4.058  -0.196
C  3.481  -3.970  3.901  -0.082
H  -2.324  -4.353  5.926  0.094
H  -0.876  -5.011  5.190  0.085
H  -2.004  -3.962  4.247  0.079
H  0.630  -1.736  5.173  0.121
H  -0.125  -2.461  3.748  0.116
H  1.029  -4.647  4.373  0.118
H  1.615  -3.852  5.830  0.145
H  3.206  -4.957  3.525  0.097
H  4.024  -4.052  4.851  0.098
H  4.163  -3.492  3.198  0.071
C  6.549  0.005  2.734  -0.100
O  6.273  1.071  1.855  -0.177
C  5.313  1.997  2.285  -0.212
C  3.925  1.451  2.468  -0.209
O  3.847  0.674  3.652  -0.189
C  2.565  0.115  3.796  -0.110
H  6.790  0.385  3.734  0.097
H  7.415  -0.519  2.335  0.090
H  5.710  -0.687  2.819  0.072
H  5.276  2.743  1.486  0.125
H  5.659  2.530  3.182  0.134
H  3.716  0.777  1.616  0.121
H  3.146  2.226  2.462  0.120
H  2.475  -0.364  4.763  0.083
H  2.409  -0.634  3.009  0.066
H  1.793  0.893  3.692  0.089
C  -1.098  1.261  -4.576  -0.027
O  -0.130  2.104  -3.961  -0.295
C  -0.654  3.336  -3.457  -0.158
C  0.473  4.240  -3.069  -0.165
O  1.438  3.574  -2.260  -0.271
C  2.487  4.471  -1.869  -0.026
H  -1.294  1.642  -5.577  0.116
H  -2.009  1.298  -3.974  0.079
H  -0.711  0.249  -4.591  0.107
H  -1.337  3.117  -2.621  0.135
H  -1.304  3.848  -4.177  0.150
H  0.050  5.089  -2.518  0.149
H  0.933  4.682  -3.961  0.147
H  3.042  4.825  -2.744  0.110
H  3.157  3.895  -1.239  0.098
H  2.090  5.329  -1.330  0.103
C  -4.583  0.633  -4.816  -0.064
O  -4.311  0.645  -3.413  -0.280
C  -5.303  1.429  -2.716  -0.138
C  -5.076  1.325  -1.234  -0.157
O  -4.876  -0.052  -0.916  -0.282
C  -4.971  -0.298  0.484  -0.036
H  -5.626  0.382  -5.008  0.108
H  -3.890  -0.053  -5.293  0.093
H  -4.397  1.627  -5.241  0.105
H  -6.291  1.016  -2.938  0.143
H  -5.213  2.469  -3.031  0.148
H  -6.025  1.645  -0.785  0.149
H  -4.264  1.924  -0.828  0.123
H  -4.288  0.350  1.041  0.106
H  -4.689  -1.331  0.659  0.090
H  -5.986  -0.103  0.834  0.110
C  3.184  -2.284  0.427  -0.049
C  4.539  -2.929  0.152  -0.180
O  4.564  -3.778  -0.999  0.057
C  3.962  -4.938  -0.888  -0.414
O  3.434  -5.386  0.085  0.167
C  4.055  -5.738  -2.202  -0.548
F  4.281  -4.955  -3.261  0.162
F  5.039  -6.640  -2.123  0.173
F  2.908  -6.378  -2.422  0.170
H  2.528  -3.046  0.855  0.075
H  2.685  -1.873  -0.446  0.068
H  3.393  -1.498  1.152  0.060
H  4.939  -3.376  1.060  0.115
H  5.246  -2.136  -0.103  0.129
C  -1.431  -4.535  1.363  -0.044
C  -1.526  -4.401  -0.135  -0.206
O  -2.524  -5.348  -0.545  0.050
C  -2.730  -5.434  -1.838  -0.421
O  -2.164  -4.851  -2.698  0.167
C  -3.816  -6.485  -2.163  -0.535
F  -3.289  -7.424  -2.957  0.172
F  -4.307  -7.084  -1.077  0.171
F  -4.831  -5.906  -2.817  0.162
H  -0.776  -3.770  1.778  0.060
H  -1.074  -5.528  1.626  0.093
H  -2.431  -4.397  1.776  0.085
H  -0.590  -4.649  -0.631  0.111
H  -1.857  -3.404  -0.428  0.094

Cartesian forces (eV/Å) of the 3 atoms listed first:
-0.4 1.4 -1.7
1.4 -0.5 3.3
-0.1 -0.1 -0.8

## Properties
HOMO-LUMO gap   6.74 eV
HOMO level   -11.00 eV
Total charge   +1
LUMO energy   -4.263 eV
2S+1   1


Entry 2:
DFT (wB97M-V/def2-TZVPD) results for 2 unconnected molecules or ions with the total composition C5H13NOSi.

Each line ends with the Löwdin charge.
CARTESIAN COORDINATES (ANGSTROEM)
C  2.307  0.195  0.948  -0.043
C  0.199  -1.001  1.421  -0.066
C  1.003  -0.790  -0.941  -0.077
C  0.055  1.032  0.204  -0.016
C  0.953  -0.168  0.392  -0.639
N  -0.054  2.094  0.740  -0.104
O  -0.433  3.203  1.008  0.019
Si  -2.943  0.280  -1.675  0.579
H  2.891  -0.680  1.214  0.090
H  2.049  0.423  1.972  0.079
H  2.926  0.918  0.470  0.088
H  -0.971  -1.045  1.159  0.127
H  0.683  -1.975  1.429  0.081
H  0.071  -0.623  2.487  0.106
H  0.665  -0.040  -1.754  0.115
H  0.338  -1.634  -1.071  0.071
H  1.981  -1.356  -1.062  0.109
H  -2.091  1.190  -0.879  -0.131
H  -2.296  -0.349  -2.879  -0.122
H  -3.358  -0.827  -0.850  -0.143
H  -3.978  1.153  -2.333  -0.124

Cartesian forces (eV/Å) of the 3 atoms listed first:
-0.4 -0.8 1.9
-3.1 -0.4 0.8
0.6 -1.5 -2.7

## Properties
HOMO-LUMO gap   9.95 eV
HOMO level   -9.47 eV
Total charge   0
LUMO energy   0.486 eV
SMILES   CC(C)(C)C#[N+][O-].[SiH4]
Energy relative to the best compared isomer or geometry (same formula, charge and spin)   6.578 eV
2S+1   1


Entry 3:
DFT (wB97M-V/def2-TZVPD) results for a molecular structure, C17H18BClN6O2Zn.

Each line ends with the Löwdin charge.
CARTESIAN COORDINATES (ANGSTROEM)
H  0.187  0.249  2.711  0.099
N  -1.196  -0.511  1.296  -0.006
B  -3.240  -1.061  -0.057  -0.476
N  -2.575  -0.541  1.247  -0.013
C  -3.085  -0.041  2.394  -0.062
Zn  0.105  -1.303  -0.251  0.538
H  -4.157  -0.023  2.533  0.121
C  -2.016  0.346  3.204  -0.054
H  -2.066  0.774  4.189  0.087
C  -0.850  0.051  2.464  -0.118
H  -4.432  -1.093  0.014  0.116
C  1.165  -1.571  -1.664  -0.122
H  2.127  -1.654  -0.993  0.067
H  1.414  -0.850  -2.599  0.114
H  0.942  -2.597  -2.032  0.025
N  -2.589  -2.454  -0.330  0.025
N  -2.702  -0.140  -1.179  -0.022
N  -1.203  -2.564  -0.468  -0.091
N  -1.323  -0.035  -1.380  0.036
C  -3.130  -3.683  -0.419  -0.037
C  -3.363  0.710  -1.993  -0.075
H  -4.202  -3.757  -0.357  0.126
H  -4.446  0.728  -1.989  0.120
C  -2.087  -4.607  -0.582  -0.049
C  -2.421  1.423  -2.727  -0.053
C  -0.907  -3.874  -0.579  -0.131
C  -1.162  0.947  -2.290  -0.104
H  -2.176  -5.676  -0.691  0.095
H  -2.609  2.174  -3.473  0.087
H  0.154  -4.161  -0.650  0.115
H  -0.184  1.310  -2.565  0.085
H  1.062  -2.195  0.993  0.205
Cl  6.394  4.412  1.953  0.673
C  5.082  3.521  1.312  -0.695
C  4.932  3.397  -0.081  -0.096
C  3.855  2.677  -0.596  -0.019
C  2.924  2.067  0.255  -0.126
C  3.084  2.186  1.642  -0.020
C  4.155  2.913  2.178  -0.099
C  1.769  1.302  -0.379  -0.568
O  1.634  1.503  -1.608  -0.029
O  1.105  0.546  0.408  -0.092
H  5.653  3.863  -0.746  0.101
H  3.730  2.584  -1.673  0.116
H  2.369  1.697  2.302  0.105
H  4.279  3.010  3.253  0.100

Cartesian forces (eV/Å) of the 3 atoms listed first:
-0.2 -0.2 -0.1
-0.5 0.5 1.1
1.2 0.4 -0.2

## Properties
HOMO-LUMO gap (spin up / spin down)   5.68 / 5.67 eV
HOMO level (spin up / spin down)   -8.62 / -8.61 eV
Total charge   0
LUMO energy (spin up / spin down)   -2.935 / -2.944 eV
Energy relative to the best compared isomer or geometry (same formula, charge and spin)   5.100 eV
2S+1   1


Entry 4:
DFT (wB97M-V/def2-TZVPD) results for 4 unconnected molecules or ions with the total composition C14H24O14S.

Each line ends with the Löwdin charge.
CARTESIAN COORDINATES (ANGSTROEM)
C  5.702  -3.356  -2.621  -0.155
O  5.763  -4.741  -3.111  -0.422
S  4.732  -5.007  -4.443  1.031
O  5.460  -4.307  -5.656  -0.451
O  3.210  -4.250  -4.254  -0.368
C  2.526  -4.710  -3.016  -0.178
O  1.192  -4.022  -3.031  -0.175
O  1.362  -2.725  -2.903  -0.077
H  6.359  -2.591  -3.248  0.118
H  4.625  -2.908  -2.520  0.086
H  6.161  -3.353  -1.519  0.118
H  2.364  -5.886  -3.111  0.165
H  3.122  -4.420  -2.026  0.154
H  1.335  -2.291  -3.820  0.154
C  -2.892  -2.294  -1.401  -0.015
C  -2.407  -0.920  -0.988  -0.348
C  -0.914  -0.788  -0.982  -0.111
O  -0.702  0.238  -0.028  0.045
C  -1.758  0.180  0.839  -0.495
O  -1.815  0.782  1.898  0.119
O  -2.739  -0.646  0.363  0.092
H  -3.987  -2.326  -1.395  0.089
H  -2.542  -2.555  -2.404  0.093
H  -2.555  -3.063  -0.696  0.095
H  -2.875  -0.151  -1.614  0.163
H  -0.518  -0.497  -1.959  0.144
H  -0.395  -1.691  -0.641  0.147
C  -3.049  2.657  5.613  -0.020
C  -4.300  2.042  5.019  -0.351
C  -4.575  2.482  3.613  -0.115
O  -5.981  2.335  3.517  0.063
C  -6.471  2.491  4.784  -0.505
O  -7.652  2.622  5.055  0.131
O  -5.460  2.484  5.705  0.084
H  -2.896  2.291  6.634  0.087
H  -2.164  2.408  5.019  0.089
H  -3.136  3.747  5.681  0.092
H  -4.257  0.949  5.097  0.163
H  -4.068  1.854  2.875  0.127
H  -4.322  3.531  3.424  0.144
C  2.468  4.468  -0.453  -0.021
C  2.018  3.083  -0.873  -0.351
C  1.982  2.097  0.255  -0.115
O  2.170  0.862  -0.414  0.053
C  2.885  1.143  -1.546  -0.502
O  3.396  0.301  -2.264  0.126
O  2.952  2.492  -1.761  0.088
H  2.465  5.144  -1.314  0.088
H  1.810  4.883  0.317  0.093
H  3.495  4.454  -0.072  0.093
H  1.052  3.141  -1.387  0.162
H  1.027  2.109  0.788  0.136
H  2.796  2.227  0.977  0.145

Cartesian forces (eV/Å) of the 3 atoms listed first:
1.0 2.1 1.6
-2.4 1.9 -0.7
3.2 1.3 -4.0

## Properties
HOMO-LUMO gap   10.50 eV
HOMO level   -10.26 eV
Total charge   0
LUMO energy   0.248 eV
2S+1   1


| no. | calculated total energy (Eh) |
| --- | --- |
| 1 | -6523.3680 |
| 2 | -617.6069 |
| 3 | -3401.8762 |
| 4 | -1999.2361 |